DFT (ωB97M-V/def2-TZVPD) results for 2 unconnected molecules or ions with the total composition C4H12NO3 in a non-equilibrium geometry.

The net charge is -1. Its gap between HOMO and LUMO is 6.55 eV.

The geometry in XYZ format:
```
20
Properties=species:S:1:pos:R:3:forces:R:3
C 1.4612 -0.5609 0.1780 -0.73 -0.32 0.67
N 0.8173 0.6956 -0.1484 -0.28 0.23 -1.30
C -0.6078 0.8425 0.2625 0.14 0.09 -0.20
C -1.4994 -0.3320 -0.2963 1.68 -1.03 -0.07
O -2.2889 -1.1429 0.5898 0.10 0.86 0.28
C -0.6082 1.1279 1.8258 -1.87 0.46 -0.12
O 0.5211 1.6325 2.2598 0.51 -0.06 0.32
H 2.3883 -0.5731 0.7760 -0.26 0.74 -0.28
H 0.7382 -1.1089 0.8105 0.47 -0.45 -0.36
H 1.6578 -1.0637 -0.7708 0.12 -0.71 0.34
H 1.2938 1.4943 0.2477 -0.07 -0.15 0.50
H -0.9119 1.7458 -0.2917 -0.07 -0.07 0.52
H -2.1211 -0.1196 -1.1593 -0.23 0.62 0.07
H -0.7308 -1.0190 -0.6720 -0.16 -0.05 -0.39
H -1.9196 -0.9479 1.4621 -0.14 -0.08 0.18
H -1.5085 1.8185 1.9711 0.21 -0.22 -0.13
H -1.0371 0.2081 2.3767 0.66 -0.05 -0.10
H 1.5223 -0.3460 -2.6610 0.79 0.72 -0.15
H 1.0406 -1.4796 -3.3227 0.45 -0.36 -0.77
O 1.7926 -0.8717 -3.4378 -1.31 -0.19 1.01
```
Forces are in eV/Å.